This record from the Open Molecules 2025 dataset describes 2 unconnected molecules or ions with the total composition C9H14O in a non-equilibrium geometry. The level of theory is ωB97M-V with the def2-TZVPD basis set.

net charge	+1
Kohn-Sham gap (spin up / spin down)	0.363 / 0.225	Eh
spin multiplicity	2
expectation value of S²	0.766
ΔE to the lowest compared entry with this formula, charge and spin	207.0	kJ/mol

Each atom is followed by the atoms it is bonded to, with distances in Å.
Atoms and positions in Å:
1 C -0.94 -1.64 -2.55  C3 1.506, H11 1.098, H12 1.077, H16 1.079
2 C 0.84 -2.28 -0.89  C3 1.436, C4 1.367, H9 1.007
3 C -0.43 -1.66 -1.13  C1 1.506, C2 1.436, C5 1.352
4 C 1.39 -2.00 0.33  C2 1.367, C6 1.417, H10 1.064
5 C -1.09 -1.02 -0.14  C3 1.352, C7 1.400, H13 1.087
6 C 0.70 -1.32 1.36  C4 1.417, C7 1.406, O8 1.358
7 C -0.62 -0.87 1.17  C5 1.400, C6 1.406, H14 1.125
8 O 1.32 -0.95 2.51  C6 1.358, H15 0.876
9 H 1.46 -2.68 -1.57  C2 1.007
10 H 2.44 -2.13 0.45  C4 1.064
11 H -0.75 -2.61 -3.01  C1 1.098
12 H -1.98 -1.42 -2.66  C1 1.077
13 H -2.14 -0.73 -0.22  C5 1.087
14 H -1.22 -0.43 2.01  C7 1.125
15 H 0.92 -0.89 3.29  O8 0.876
16 H -0.34 -0.95 -3.14  C1 1.079
17 C -0.34 2.61 1.14  C18 1.547, H19 0.985, H20 1.045, H21 1.191
18 C 0.54 3.13 -0.02  C17 1.547, H22 1.128, H23 1.074, H24 1.014
19 H -0.79 1.77 0.91  C17 0.985
20 H 0.26 2.71 1.99  C17 1.045
21 H -1.31 3.29 1.18  C17 1.191
22 H 0.13 4.16 -0.26  C18 1.128
23 H 0.43 2.70 -0.99  C18 1.074
24 H 1.52 3.21 0.22  C18 1.014